# 1
The following is a DFT calculation (ωB97M-V/def2-TZVPD) of C9H26AgBrN4O3 as an isolated structure at a distorted geometry.

```
44
Properties=species:S:1:pos:R:3
Ag -1.139 0.489 -0.642
Br -3.580 -0.450 -1.760
C 1.908 -0.743 -1.721
C 2.028 0.812 -1.399
C 1.339 1.653 -2.405
O -0.043 1.421 -2.581
C -0.626 0.989 -3.816
N 1.376 1.030 -0.050
H 0.893 -1.076 -1.936
H 2.352 -1.389 -0.963
H 2.421 -0.970 -2.655
H 3.061 1.151 -1.333
H 1.795 1.627 -3.394
H 1.427 2.682 -2.057
H -0.197 1.510 -4.672
H -1.716 0.947 -3.805
H -0.274 -0.043 -3.829
H 1.782 0.380 0.608
H 1.600 1.995 0.145
C -1.587 -2.786 1.962
C -0.219 -2.070 1.839
C 1.061 -2.801 2.295
O 2.184 -2.351 1.586
C 3.226 -1.872 2.442
N -0.141 -1.749 0.404
H -1.801 -3.644 1.326
H -2.405 -2.070 1.877
H -1.745 -3.100 2.994
H -0.249 -1.108 2.350
H 0.914 -3.861 2.088
H 1.159 -2.949 3.371
H 2.808 -1.060 3.037
H 3.818 -1.287 1.738
H 3.943 -2.589 2.843
H -0.428 -2.593 -0.072
H 0.843 -1.540 0.320
C -2.713 3.268 0.532
O -1.712 2.640 0.245
N -3.057 3.722 1.745
N -3.760 3.373 -0.227
H -3.990 4.058 1.939
H -2.445 3.536 2.526
H -4.444 4.001 0.169
H -3.664 2.817 -1.065
```

Calculated values
LUMO level: 0.5 eV
Relative energy (zero: lowest compared OMol25 entry of this formula, charge and spin): 0.0 kcal per mole
Net charge: 0
HOMO energy: -7.345 eV
Orbital gap: 7.85 eV
Spin multiplicity: 1

Let us look at the natural (NBO) charges, expressed in e, one per atom: Ag 0.83; Br -0.90; C -0.64; C -0.07; C -0.07; O -0.60; C -0.25; N -0.86; H 0.23; H 0.21; H 0.22; H 0.18; H 0.19; H 0.18; H 0.17; H 0.24; H 0.17; H 0.36; H 0.37; C -0.63; C -0.07; C -0.10; O -0.56; C -0.27; N -0.86; H 0.22; H 0.24; H 0.20; H 0.18; H 0.17; H 0.19; H 0.18; H 0.18; H 0.19; H 0.37; H 0.38; C 0.78; O -0.72; N -0.84; N -0.82; H 0.38; H 0.40; H 0.39; H 0.45

# 2
The following is a DFT calculation (ωB97M-V/def2-TZVPD) of a 2-piece molecular cluster, C3H7O2P overall at a distorted geometry.

```
13
Properties=species:S:1:pos:R:3
C 2.048 0.612 -0.019
C -0.905 -1.082 -0.953
C 0.140 0.279 1.384
O 2.712 -0.300 -0.314
O -0.779 1.688 -0.760
P -0.963 0.457 0.018
H 2.059 1.668 -0.257
H -1.139 -1.948 -0.339
H -1.638 -0.989 -1.755
H 0.083 -1.197 -1.396
H 0.307 1.138 2.011
H 0.325 -0.688 1.816
H -2.250 0.361 0.564
```

Calculated values
LUMO level (spin up / spin down): 0.1 / 0.1 eV
Relative energy (zero: lowest compared OMol25 entry of this formula, charge and spin): 61.6 kcal per mole
Net charge: 0
HOMO energy (spin up / spin down): -8.823 / -8.823 eV
Orbital gap (spin up / spin down): 8.96 / 8.95 eV
Spin multiplicity: 1

Let us look at the natural (NBO) charges, expressed in e, one per atom: C 0.52; C -1.00; C -0.92; O -0.45; O -1.11; P 1.74; H 0.18; H 0.24; H 0.25; H 0.24; H 0.23; H 0.23; H -0.14